C30H19Br4N2O4S3Se2Te3Y as an isolated structure, computed with ωB97M-V/def2-TZVPD.

Calculated total energy ... -508889.2362 eV
Energy above the lowest of the compared OMol25 structures with the same formula, charge and spin ... 0.0 kJ/mol
HOMO energy ... -2.43 eV
Kohn-Sham gap ... 6.1 eV

The geometry in ORCA input format:
```
! RIJCOSX wB97M-V def2-TZVPD def2/J DEFGRID3
* xyz -2 1
Y 0.16991 0.79161 -1.16836
Br 5.24504 -4.29122 -0.64432
C 3.74176 -3.19707 -0.27927
C 3.03269 -3.35210 0.89884
Br 3.53660 -4.65685 2.17579
C 1.92173 -2.52814 1.14549
Br 0.87023 -2.71186 2.71132
C 1.52569 -1.55840 0.24184
O 0.48867 -0.75757 0.40829
C 2.25148 -1.40075 -0.98099
O 1.82159 -0.49193 -1.80328
C 3.34599 -2.22965 -1.21418
Br 4.25562 -1.96859 -2.84877
Se -1.50365 -0.10021 -3.31103
Te -1.32170 2.32567 -3.95765
Te 1.35557 2.60428 -4.12076
Se 1.84407 3.06105 -1.69742
S 2.02950 1.98479 1.44779
C 0.87809 1.80436 2.67523
N 0.14887 0.65847 2.73999
C -0.83535 0.41976 3.62861
C -1.15840 1.34878 4.56890
C -0.42749 2.55245 4.57341
C 0.57178 2.77226 3.66649
H 0.33639 -0.04169 2.00107
H -1.33724 -0.53186 3.52349
H -1.98087 1.18193 5.24595
H -0.68464 3.32422 5.28862
H 1.12290 3.70135 3.64118
O -3.46061 3.65637 4.57993
S -3.59913 4.09008 3.21044
O -4.71769 4.94743 2.91438
N -3.56127 2.80550 2.19325
C -2.51861 2.84343 1.40181
S -2.22125 1.62962 0.25065
C -1.62435 4.02891 1.60960
C -0.46656 4.37301 0.94010
C 0.22372 5.50417 1.36023
C -0.24643 6.27986 2.41497
C -1.43105 5.95049 3.06925
C -2.09414 4.82191 2.64028
H -0.09162 3.78368 0.11395
H 1.14468 5.76729 0.85562
H 0.31179 7.15417 2.72766
H -1.81543 6.55243 3.88268
Te -2.72558 -2.05926 -0.09705
C -4.67088 -1.55297 -0.74959
C -5.75846 -2.36064 -0.42718
C -7.03857 -1.99856 -0.82046
C -7.23729 -0.83291 -1.55007
C -6.15455 -0.03175 -1.87924
C -4.87195 -0.38530 -1.47700
C -3.19441 -1.73920 1.93728
C -3.90134 -0.60199 2.32074
C -4.16499 -0.36440 3.66283
C -3.71847 -1.25485 4.63105
C -3.00810 -2.38692 4.25189
C -2.75150 -2.63305 2.90825
H -5.60122 -3.27009 0.14014
H -7.88112 -2.62786 -0.55880
H -8.23677 -0.54937 -1.85786
H -6.30238 0.88133 -2.44255
H -4.02695 0.24357 -1.72712
H -4.21612 0.12311 1.58085
H -4.68566 0.54276 3.94364
H -3.91155 -1.06014 5.67929
H -2.64863 -3.08215 5.00141
H -2.19774 -3.51714 2.61785
*
```